{
  "formula": "C5H14N2O",
  "method": "ωB97M-V/def2-TZVPD",
  "symbols": ["C", "C", "C", "C", "N", "C", "N", "H", "H", "H", "H", "H", "H", "H", "H", "H", "H", "H", "H", "O", "H", "H"],
  "xyz": [[2.12, 0.94, -1.72], [0.85, 0.03, -1.67], [0.03, 0.19, -0.45], [0.50, -0.71, 0.77], [1.22, -0.13, 1.80], [1.39, 1.00, 2.33], [1.09, 2.31, 1.98], [2.37, 1.10, -2.83], [2.01, 1.87, -1.10], [2.99, 0.38, -1.24], [0.15, 0.25, -2.49], [1.20, -0.92, -1.93], [-1.02, -0.08, -0.72], [-0.05, 1.22, -0.19], [1.19, -1.55, 0.43], [-0.34, -1.20, 1.24], [2.04, 0.97, 3.25], [1.14, 2.64, 1.08], [1.10, 2.91, 2.80], [-5.92, -3.12, -1.96], [-5.86, -3.56, -2.76], [-5.02, -3.07, -1.77]],
  "energy_ev": -10437.889,
  "smiles": "CCCC/N=C\\N.O",
  "lumo_energy_ev": 0.742,
  "homo_energy_ev": -8.5,
  "e_above_lowest_kcal_mol": 72.4,
  "largest_force_ev_per_a": 3.81
}